Entry 1:
The following is a DFT calculation (wB97M-V/def2-TZVPD) of C21H17AuO2P as an isolated structure.

Each line ends with the Löwdin charge.
CARTESIAN COORDINATES (ANGSTROEM)
Au: -1.09145 -0.10164 1.10986  0.684
O: -0.64755 2.53123 -0.37737  -0.079
C: -0.47125 1.83861 0.61144  -0.535
C: 0.33014 2.43115 1.76497  -0.277
C: -0.11206 3.55792 2.44482  -0.050
C: 0.54966 4.00430 3.58130  -0.099
C: 1.68107 3.33827 4.02862  -0.103
C: 2.13410 2.21387 3.34873  -0.085
C: 1.45876 1.73667 2.22699  -0.346
P: 1.87608 0.16608 1.36765  1.060
C: 2.67703 0.76303 -0.17346  -0.380
C: 3.06694 -0.21177 -1.09396  -0.109
C: 3.68103 0.13903 -2.28693  -0.098
C: 3.89293 1.47928 -2.58887  -0.106
C: 3.48776 2.45686 -1.69220  -0.086
C: 2.88470 2.10106 -0.49111  -0.078
C: 3.37160 -0.35094 2.31536  -0.385
C: 4.68006 0.02848 2.02759  -0.090
C: 5.73831 -0.43318 2.80164  -0.096
C: 5.50132 -1.27944 3.87646  -0.109
C: 4.20039 -1.66789 4.17284  -0.095
C: 3.14580 -1.21501 3.39056  -0.104
H: -0.99497 4.07244 2.08309  0.110
H: 0.18140 4.87128 4.11842  0.093
H: 2.21161 3.69092 4.90545  0.092
H: 3.01782 1.69863 3.70428  0.093
H: 2.88143 -1.25649 -0.86684  0.102
H: 3.97900 -0.63054 -2.98884  0.095
H: 4.35641 1.75909 -3.52679  0.092
H: 3.63533 3.50362 -1.92927  0.098
H: 2.56066 2.87212 0.19678  0.105
H: 4.87267 0.69463 1.19414  0.102
H: 6.75096 -0.12576 2.56748  0.095
H: 6.32809 -1.64111 4.47577  0.092
H: 4.00731 -2.33220 5.00617  0.097
H: 2.13031 -1.53159 3.60735  0.106
C: -2.45346 -2.90726 0.86661  -0.166
C: -1.79225 -1.92258 1.83344  -0.638
O: -1.69657 -2.28692 2.99808  -0.141
H: -3.07520 -3.62726 1.40968  0.052
H: -1.64657 -3.44858 0.35742  0.054
H: -3.03088 -2.38542 0.10047  0.036

Atomic forces in eV per Å
Au -0.201 0.035 0.042
O -0.125 0.165 -0.059
C 0.118 -0.156 0.106
C -0.003 -0.185 0.037
C 0.038 0.135 -0.010
C -0.047 0.030 -0.075
C 0.016 -0.029 -0.052
C 0.071 -0.014 -0.055
C -0.064 0.016 0.107
P 0.290 0.074 0.058
C -0.047 -0.013 -0.033
C 0.031 0.022 -0.017
C -0.026 0.018 0.050
C -0.025 -0.015 0.031
C -0.002 -0.037 0.012
C 0.016 0.035 -0.022
C -0.043 -0.087 0.065
C 0.057 0.033 0.023
C -0.037 0.010 -0.017
C -0.043 -0.001 -0.009
C -0.012 0.043 -0.059
C 0.060 0.032 -0.008
H 0.009 -0.006 -0.018
H 0.011 -0.004 -0.016
H -0.015 -0.038 -0.001
H -0.004 0.005 0.018
H 0.003 0.007 -0.017
H -0.002 0.001 0.009
H 0.010 0.000 -0.003
H -0.014 -0.008 0.011
H 0.007 -0.003 -0.016
H 0.008 -0.020 0.022
H -0.014 -0.009 -0.009
H -0.007 0.007 0.008
H -0.004 -0.001 -0.006
H 0.022 -0.001 0.004
C -0.006 -0.091 -0.011
C -0.028 -0.016 -0.143
O 0.006 0.022 0.049
H 0.026 0.006 -0.024
H -0.046 0.043 -0.008
H 0.014 -0.005 0.036

Output
E_LUMO (eV): 2.87
HOMO (Eh): -0.129
Energy relative to the best compared isomer or geometry (same formula, charge and spin) (eV): 0.183
F_max (eV/A): 0.30
Gap between HOMO and LUMO (Eh): 0.2348
DFT total energy (eV): -39129.7668
Total charge: -1
Spin multiplicity: 1


Entry 2:
The following is a DFT calculation (wB97M-V/def2-TZVPD) of a 6-piece molecular cluster, H12O5S2 overall at a distorted geometry.

Each line ends with the Löwdin charge.
CARTESIAN COORDINATES (ANGSTROEM)
S: -0.10215 -2.19494 -0.22361  0.257
S: 0.11840 -2.39321 -2.32668  0.267
H: -1.42324 -2.22495 -0.32334  -0.220
H: 0.58152 -1.15261 -2.40905  -0.261
O: 1.71644 0.81303 1.69592  -0.061
H: 2.04577 0.76608 2.58876  0.051
H: 0.76063 0.73794 1.88637  -0.004
O: -0.15180 3.58485 0.97860  -0.052
H: 0.69916 3.83510 1.35105  0.047
H: -0.01802 2.63027 0.97591  -0.027
O: -0.89536 0.67675 2.58284  -0.096
H: -1.15759 0.71059 1.62389  -0.001
H: -1.77248 0.60033 2.98408  0.063
O: 0.97783 1.37587 -0.94940  -0.064
H: 1.48079 1.35210 -1.76477  0.056
H: 1.59788 1.10606 -0.24390  0.032
O: -1.67068 1.26227 0.09434  -0.057
H: -0.81516 1.26663 -0.37450  0.015
H: -1.87922 2.19017 0.20691  0.054

Atomic forces in eV per Å
S 0.193 -0.386 -0.851
S 0.159 -0.028 1.018
H -0.428 0.127 0.288
H 0.053 0.345 -0.388
O -0.712 0.092 -0.235
H 0.628 0.009 0.379
H 0.310 -0.169 -0.037
O 0.350 -0.255 0.200
H 0.001 0.543 0.024
H -0.247 -0.015 -0.087
O -0.733 -0.234 -0.558
H -0.002 0.120 0.434
H 0.422 0.020 0.305
O 0.269 -0.247 0.335
H -0.002 0.077 -0.145
H -0.238 0.073 -0.131
O 0.266 -0.362 -0.223
H -0.109 -0.113 -0.333
H -0.182 0.402 0.005

Output
E_LUMO (eV): 0.21
HOMO (Eh): -0.340
SMILES string: SS.O.O.O.O.O
Energy relative to the best compared isomer or geometry (same formula, charge and spin) (eV): 0.391
F_max (eV/A): 1.03
Gap between HOMO and LUMO (Eh): 0.3473
DFT total energy (eV): -32102.9850
Total charge: 0
Spin multiplicity: 1


Entry 3:
The following is a DFT calculation (wB97M-V/def2-TZVPD) of one molecule with the formula C5H8O2 at a distorted geometry.

Each line ends with the Löwdin charge.
CARTESIAN COORDINATES (ANGSTROEM)
C: 1.30902 1.14622 -0.18665  -0.018
C: 0.51141 0.71279 -1.16615  -0.146
C: -0.24057 -0.58802 -1.19344  -0.119
C: -0.72738 -0.90157 0.25374  -0.346
O: -1.98778 -0.34883 0.50492  -0.021
C: 0.19168 -0.36328 1.36091  -0.235
O: -0.17656 0.54439 2.07948  0.042
H: 2.01955 0.62460 0.43792  0.067
H: 1.18377 2.18241 0.08793  0.079
H: 0.23737 1.47399 -1.88741  0.099
H: 0.30571 -1.42590 -1.63634  0.112
H: -1.14917 -0.45966 -1.80153  0.122
H: -0.76691 -1.99360 0.35928  0.144
H: -1.83937 0.30156 1.21916  0.086
H: 1.12923 -0.90511 1.56818  0.134

Atomic forces in eV per Å
C 0.236 0.568 -0.568
C 0.029 0.327 0.104
C 0.286 -0.154 0.051
C 0.136 -0.174 0.021
O -0.167 0.186 -0.172
C -0.373 -0.087 0.430
O 0.112 -0.717 -0.022
H -0.546 -0.492 0.201
H 0.940 0.589 -0.549
H -0.723 0.113 0.261
H 0.084 -0.037 0.173
H 0.295 -0.086 0.237
H -0.086 0.006 0.156
H -0.178 -0.076 -0.221
H -0.046 0.033 -0.102

Output
E_LUMO (eV): 0.58
HOMO (Eh): -0.341
SMILES string: C=CC[C@H](O)C=O
Energy relative to the best compared isomer or geometry (same formula, charge and spin) (eV): 2.555
F_max (eV/A): 1.24
Gap between HOMO and LUMO (Eh): 0.3624
DFT total energy (eV): -9407.2769
Total charge: 0
Spin multiplicity: 1